Formula: C25H29BKN9S2
Source: the Open Molecules 2025 dataset
Level of theory: ωB97M-V with the def2-TZVPD basis set

Maximum force   0.8 eV Å⁻¹
LUMO energy   3.90 eV

Geometry as ORCA input:
```
! wB97M-V def2-TZVPD RIJCOSX def2/J DEFGRID3
* xyz -2 1
K -0.45363 -0.19388 -0.30155
C -1.32510 -0.05479 3.76130
C -0.36206 1.05464 3.45845
C 0.17189 2.03648 4.32404
C 1.02115 2.78142 3.53039
C 1.86770 3.95794 3.89685
N 0.95997 2.26669 2.28457
N 0.12132 1.20242 2.23872
B 1.71855 2.71195 1.01721
N 0.68888 3.13425 -0.07650
N -0.40624 2.35288 -0.27981
C -1.22321 3.02292 -1.07185
C -2.52872 2.44196 -1.51861
C -0.66417 4.27718 -1.39686
C 0.52682 4.33095 -0.70555
C 1.50001 5.46789 -0.66826
N 2.66945 1.54321 0.56934
N 2.80211 0.39804 1.29217
C 3.78222 -0.28738 0.72927
C 4.21641 -1.59608 1.31125
C 4.29996 0.40346 -0.38593
C 3.56649 1.57095 -0.44283
C 3.66634 2.70034 -1.41326
H -1.71718 0.03514 4.77524
H -0.83589 -1.02839 3.66995
H -2.16515 -0.04332 3.06396
H -0.02836 2.18505 5.37514
H 1.73193 4.18201 4.95537
H 1.59623 4.84329 3.31821
H 2.92639 3.76245 3.71611
H 2.40956 3.67660 1.26344
H -2.84043 1.62468 -0.86979
H -2.45562 2.02809 -2.52714
H -3.30783 3.20666 -1.51861
H -1.08448 5.05109 -2.02217
H 0.96616 6.40503 -0.83152
H 2.25222 5.37424 -1.45393
H 2.02083 5.52608 0.28702
H 3.46415 -1.94526 2.01877
H 5.16708 -1.49433 1.84320
H 4.34404 -2.35397 0.53736
H 5.08319 0.09607 -1.06376
H 4.58629 2.60611 -1.99025
H 3.67813 3.65754 -0.89252
H 2.82177 2.71039 -2.10831
S -0.64315 -1.20919 -3.30820
C -2.31291 -1.52793 -3.01306
S -2.99488 -1.47773 -1.42678
C -3.15509 -1.85159 -4.10968
C -2.67435 -1.93943 -5.45228
N -2.36248 -2.02631 -6.56410
C -4.54940 -2.12222 -3.96153
N -5.68759 -2.33169 -3.92115
C 3.26049 -6.02781 -0.91815
C 2.49478 -4.76050 -0.64887
C 2.59226 -3.66029 -1.48355
C 1.86797 -2.51162 -1.18989
N 1.07575 -2.40410 -0.12726
C 0.97823 -3.46386 0.67329
C 1.66017 -4.64981 0.45864
H 3.71363 -6.01076 -1.90893
H 2.60481 -6.89697 -0.85404
H 4.05736 -6.16021 -0.18268
H 3.21140 -3.69284 -2.37290
H 1.90852 -1.65291 -1.85110
H 0.31317 -3.35986 1.52631
H 1.53167 -5.48422 1.13899
*
```